(1)
ORCA calculation (wB97M-V/def2-TZVPD) on a 13-piece molecular cluster, CH27O13 overall.

Geometry as XYZ:
```
41
Properties=species:S:1:pos:R:3:forces:R:3:nbo_charge:R:1
C -0.133464 0.447587 0.735980 0.228 -1.158 -0.753 -0.22
O -0.554614 -0.353413 -0.306550 -0.786 -0.952 -0.871 -1.07
H 0.913656 0.657247 0.517630 0.345 1.253 0.320 0.12
H -0.806614 1.284477 0.921970 0.317 0.625 -0.012 0.13
H -0.052574 -0.084043 1.684100 -0.271 -0.389 0.656 0.11
O -2.154114 -2.571023 1.954500 -0.416 -0.187 0.467 -0.96
H -2.883644 -2.085353 1.569600 -0.122 0.195 -0.069 0.46
H -1.388234 -2.290633 1.453470 0.383 0.005 -0.274 0.49
O -2.785634 0.559807 -2.060280 -0.901 0.009 -0.499 -0.98
H -2.055894 0.188127 -1.564740 0.949 -0.243 0.920 0.50
H -2.374144 1.170597 -2.671700 0.033 0.133 -0.060 0.46
O 3.354266 1.951237 1.865000 0.053 0.440 0.383 -0.95
H 2.788376 1.197787 1.696740 -0.183 -0.319 -0.257 0.48
H 4.236956 1.636817 1.669500 0.099 -0.101 -0.153 0.46
O -0.118654 -3.212673 -0.001030 0.615 -1.013 0.376 -1.00
H -0.916944 -3.441053 -0.477260 -0.119 -0.282 -0.257 0.49
H -0.055554 -2.260893 -0.080860 -0.130 1.524 -0.221 0.50
O 2.596966 0.933297 -1.643920 -0.210 0.811 -0.992 -0.98
H 2.971956 0.371207 -0.965940 0.347 -0.082 0.389 0.48
H 1.736496 1.178347 -1.303650 -0.231 0.009 0.144 0.46
O 3.443676 -0.688183 0.219580 0.747 0.397 1.228 -0.99
H 4.304696 -1.058603 0.413660 0.233 0.017 0.059 0.47
H 3.029486 -1.331913 -0.355130 -0.915 -0.952 -0.882 0.51
O -1.733174 3.580207 -1.047320 -0.117 0.400 -0.570 -0.97
H -0.924194 3.355537 -1.507000 0.175 -0.057 -0.107 0.47
H -1.623164 3.208287 -0.172210 0.085 -0.324 0.463 0.49
O 0.289706 -0.494823 -3.194640 -0.047 -0.333 -0.801 -0.97
H 0.502896 0.378757 -3.522730 0.317 0.106 -0.030 0.47
H 0.027656 -0.352243 -2.285110 -0.530 0.192 1.268 0.50
O -0.448614 -0.062903 4.765050 -0.126 -0.063 0.358 -0.94
H 0.081386 -0.423963 4.054440 0.037 -0.150 -0.310 0.48
H -0.220264 0.866417 4.786450 0.052 0.237 -0.058 0.46
O 2.083106 -2.168533 -1.592200 0.931 -0.323 0.237 -0.99
H 1.569916 -2.840703 -1.143810 -0.453 -0.426 0.246 0.49
H 1.430726 -1.615263 -2.021760 -0.209 0.523 -0.524 0.51
O -1.985134 3.627807 1.699280 0.199 -0.050 0.242 -0.94
H -2.279034 4.420767 1.250860 -0.067 0.341 -0.146 0.48
H -2.786554 3.126877 1.850990 -0.225 -0.259 0.099 0.48
O -2.262684 -2.642123 -1.787370 -0.193 -0.627 -0.098 -0.98
H -2.800334 -2.084813 -2.350030 -0.053 0.298 -0.164 0.49
H -2.018704 -2.078043 -1.053540 0.162 0.772 0.251 0.48
```
Positions in Å, forces in eV/Å.

Properties
max |F| = 1.6 eV Å⁻¹
2S+1 = 1
charge = -1
energy above the lowest of the compared OMol25 structures with the same formula, charge and spin = 24.3 kcal/mol
frontier orbital gap = 0.286 Eh

***

(2)
ORCA calculation (wB97M-V/def2-TZVPD) on a 2-piece molecular cluster, CH2BCl5 overall.

Geometry as XYZ:
```
9
Properties=species:S:1:pos:R:3:forces:R:3:nbo_charge:R:1
Cl -1.482559 1.858752 1.605205 -0.069 0.199 -0.039 0.06
C -0.933886 0.219185 1.923722 -0.015 0.004 -0.032 -0.24
Cl -2.070122 -0.927127 1.227784 -0.147 -0.145 -0.086 0.06
Cl 0.651391 -0.017241 1.195637 0.261 -0.031 -0.040 0.05
Cl -0.822943 -0.038839 3.659654 0.011 -0.030 0.200 0.06
B 1.312948 -0.272266 -2.404472 0.772 0.037 0.148 0.28
Cl -0.388760 -0.295470 -2.468807 -0.930 -0.020 -0.091 -0.14
H 1.850961 0.784274 -2.369017 0.061 -0.048 -0.030 -0.07
H 1.882970 -1.311268 -2.369706 0.057 0.034 -0.030 -0.07
```
Positions in Å, forces in eV/Å.

Properties
max |F| = 0.9 eV Å⁻¹
2S+1 = 1
frontier orbital gap = 0.401 Eh